Formula: C5H24NO8S
Source: OMol25
Level of theory: ωB97M-V with the def2-TZVPD basis set

As for the energy above the lowest of the compared OMol25 structures with the same formula, charge and spin: 88.0 kcal/mol. Its charge is -1. The value obtained for the total energy is -1259.7133 a.u. For the LUMO energy, the calculation gives 2.54 eV. The calculation puts the HOMO-LUMO gap at 5.82 eV.

Each line ends with the Mulliken charge.
Element x y z (Å)
O (1.36, 0.01, -1.63)  -0.73
C (0.92, -0.63, -0.63)  1.14
N (0.44, 0.04, 0.43)  0.21
C (0.74, 1.45, 0.82)  -0.23
C (1.97, 1.36, 1.99)  -0.88
S (1.38, 0.64, 3.58)  -0.55
C (-0.52, 1.96, 1.61)  -1.41
C (0.74, -2.05, -0.86)  -1.81
H (-0.06, -0.51, 1.17)  0.26
H (1.27, 2.17, 0.10)  0.43
H (2.53, 2.26, 1.98)  0.43
H (2.71, 0.74, 1.53)  0.18
H (-0.43, 1.32, 2.54)  0.25
H (-1.56, 1.88, 1.17)  0.22
H (-0.25, 2.91, 1.92)  0.48
H (1.16, -2.60, 0.09)  0.34
H (-0.07, -2.56, -1.32)  0.48
H (1.50, -2.32, -1.62)  0.43
H (-2.55, -1.74, 2.11)  0.22
H (-1.97, -1.87, 3.49)  0.30
O (-2.46, -1.38, 2.84)  -0.54
H (-2.62, -2.81, 0.06)  0.27
H (-1.93, -1.79, -0.95)  0.35
O (-1.78, -2.33, -0.22)  -0.60
H (-0.72, 2.15, -1.84)  0.40
H (-1.67, 3.25, -1.51)  0.33
O (-1.60, 2.38, -2.02)  -0.69
H (3.15, -2.27, 3.27)  0.32
H (3.49, -1.44, 1.89)  0.33
O (3.68, -2.27, 2.49)  -0.68
H (-3.04, 0.38, -2.80)  0.31
H (-2.60, 0.45, -1.33)  0.35
O (-2.99, -0.19, -1.90)  -0.67
H (-0.55, -1.60, -2.73)  0.26
H (-1.08, -0.51, -3.63)  0.29
O (-0.61, -1.35, -3.68)  -0.66
H (1.71, 2.64, -2.69)  0.25
H (1.21, 1.65, -1.65)  0.32
O (1.11, 2.57, -2.07)  -0.70